Record 1
62
Properties=species:S:1:pos:R:3:forces:R:3:lowdin_charge:R:1 method="wB97M-V/def2-TZVPD" total_charge=-1 multiplicity=2 gap_ev="1.586 / 1.591" e_above_lowest_kcal_mol=83.2 lumo_ha="-0.0668 / -0.0666"
Hg -0.864 1.956 -0.732 -0.031 -0.155 0.149 0.409
C 1.633 -2.049 3.535 0.657 -3.208 -2.566 -0.601
C 2.542 -3.242 4.101 1.395 2.259 -0.366 -0.422
S 3.700 -2.818 5.588 -2.221 -2.446 0.200 0.820
C 4.570 -1.396 5.161 2.638 1.895 -0.487 -0.699
C 5.233 -1.460 3.745 -1.264 0.165 1.028 -0.510
S 5.979 0.207 3.242 -0.278 -2.376 -0.057 0.813
C 4.434 1.156 2.944 1.933 -0.450 0.638 -0.528
C 3.329 0.285 2.420 -1.191 0.506 -0.238 -0.469
S 2.000 -0.346 3.629 0.527 2.207 0.703 0.872
H 0.587 -2.261 3.787 0.190 0.783 0.438 0.057
H 1.627 -2.255 2.405 -0.110 -0.007 1.316 0.089
H 3.290 -3.405 3.300 -0.696 -0.561 0.456 0.041
H 1.947 -4.155 4.285 0.509 0.563 0.240 0.073
H 5.453 -1.308 5.884 -1.282 -0.321 -0.633 0.098
H 3.994 -0.503 5.295 -0.326 0.370 0.023 0.006
H 4.470 -1.964 3.085 1.168 1.243 0.010 0.049
H 5.958 -2.223 3.951 1.085 -0.053 -0.729 0.057
H 4.869 1.948 2.285 -1.194 -0.495 0.219 0.085
H 4.309 1.534 3.925 -1.000 0.917 0.675 0.038
H 3.810 -0.432 1.803 -0.108 -1.138 -0.515 0.056
H 2.743 0.908 1.768 -0.470 0.158 -0.366 0.056
Cl -3.829 8.234 -5.022 -0.134 0.553 -0.968 0.589
C -3.555 7.795 -3.403 -0.936 0.131 0.791 -0.768
C -4.112 8.585 -2.441 -1.190 1.135 1.275 -0.153
C -3.985 8.255 -1.068 0.169 0.795 -0.378 -0.136
C -3.324 7.111 -0.732 0.068 -0.746 -0.439 -0.206
C -2.877 6.282 -1.765 0.442 -0.657 2.416 -0.568
Cl -2.141 4.819 -0.891 -0.224 0.603 -1.682 0.328
C -2.935 6.560 -3.128 0.817 -0.326 -0.011 -0.882
S -2.287 5.687 -4.416 0.600 -1.263 -0.307 0.365
H -4.773 9.444 -2.718 0.984 -0.703 0.136 0.103
H -4.264 8.908 -0.251 -0.448 0.239 -0.299 0.083
H -3.169 6.774 0.303 -0.154 0.427 -0.561 0.079
O 2.382 -5.123 -6.118 -0.001 0.001 0.001 0.000
N -0.804 -4.449 1.770 -0.687 0.724 -0.708 -0.056
C -1.904 -3.723 1.032 0.842 -1.335 -0.183 -0.268
P -2.530 -5.284 0.274 0.809 -1.367 1.517 0.529
O -1.334 -6.069 -0.472 -1.431 1.659 -1.997 -0.143
O -2.977 -6.116 1.429 -0.437 0.227 -0.391 -0.343
C -3.735 -4.745 -0.908 -0.971 0.056 0.000 -0.328
N -4.637 -5.664 -1.560 2.715 2.175 -0.502 0.014
H -0.719 -6.643 -0.056 0.431 -0.426 1.135 0.062
H -1.290 -5.230 2.202 0.321 0.050 0.532 0.036
H -0.404 -3.867 2.465 0.336 0.494 0.749 0.019
H -1.545 -2.891 0.401 -0.095 -0.601 0.229 0.099
H -2.743 -3.410 1.669 0.236 0.210 -0.016 0.086
H -3.125 -4.172 -1.640 -0.736 0.375 0.403 0.107
H -4.342 -4.148 -0.168 0.629 0.193 -1.154 0.122
H -5.433 5.922 -6.770 -0.001 -0.022 -0.006 0.042
H -5.548 -5.753 -1.320 -2.828 -0.120 1.259 0.030
H -4.210 -6.455 -1.885 0.883 -2.285 -0.892 0.035
C 0.820 1.772 -5.281 1.590 -0.942 0.675 -0.223
S 0.526 0.254 -4.172 -0.850 0.881 -0.817 0.740
C 1.642 0.600 -2.861 1.838 0.780 0.187 -0.370
O -0.818 0.392 -3.546 -0.047 -0.178 -0.308 -0.659
H 0.763 2.733 -4.744 -0.161 -0.510 -0.054 0.059
H 0.064 1.696 -6.051 -0.139 0.033 -0.077 0.032
H 1.860 1.628 -5.733 -1.390 0.212 0.528 0.060
H 2.635 0.799 -3.348 -0.552 -0.609 0.613 0.059
H 1.658 -0.231 -2.117 0.031 0.609 -0.771 0.059
H 1.388 1.547 -2.368 -0.260 -0.330 -0.062 -0.029

***

Record 2
53
Properties=species:S:1:pos:R:3:forces:R:3:lowdin_charge:R:1 method="wB97M-V/def2-TZVPD" total_charge=0 gap_ev="5.063 / 5.510" e_above_lowest_kcal_mol=114.7 lumo_ha="-0.0468 / -0.0326"
P 0.176 2.715 -2.533 0.558 -0.950 0.851 0.857
P 2.239 -1.634 -2.064 -0.999 -0.240 0.618 0.754
C 1.367 1.257 -2.895 0.725 0.355 -0.330 -0.472
C 1.089 -0.265 -2.993 -0.120 0.225 -0.696 -0.309
H 2.214 1.417 -2.188 -0.659 0.004 -0.453 -0.033
H 1.772 1.606 -3.855 -0.052 -0.553 0.424 0.025
H 0.019 -0.460 -2.785 0.676 -0.478 0.557 0.074
H 1.264 -0.641 -4.024 -0.204 0.546 0.500 0.057
C 3.682 -2.429 -1.160 1.350 0.533 -0.826 -0.367
H 3.495 -2.721 -0.128 -0.493 -0.256 -0.146 0.021
H 4.490 -1.687 -1.121 -0.464 -0.462 0.175 -0.053
H 4.059 -3.242 -1.813 -0.338 0.031 0.546 0.060
C 1.166 -3.065 -1.961 -1.688 -0.303 -0.525 -0.323
H 1.776 -3.978 -1.899 -0.240 0.319 -0.035 0.043
H 0.558 -3.100 -2.892 0.279 -0.222 0.495 0.042
H 0.461 -3.025 -1.122 0.236 -0.211 -0.286 0.017
C 1.534 3.991 -2.329 -0.268 -0.165 0.160 -0.305
H 1.050 4.902 -1.934 0.297 -0.188 -0.444 0.034
H 2.060 4.169 -3.290 -0.240 0.093 0.632 0.033
H 2.256 3.672 -1.555 -0.405 0.072 -0.359 0.026
C -0.448 3.192 -4.192 -0.110 0.038 0.204 -0.329
H -0.743 2.284 -4.734 0.024 0.327 -0.033 0.035
H 0.283 3.792 -4.752 -0.285 -0.276 -0.041 0.034
H -1.347 3.787 -3.966 0.284 -0.118 -0.469 0.026
Hg 2.804 0.158 -0.165 -1.081 0.582 0.579 0.819
C 4.628 -0.695 -3.501 1.055 -0.940 0.838 -0.154
C 5.485 -0.556 -2.426 0.969 0.768 -1.722 -0.178
C 6.242 0.728 -2.070 0.766 -0.680 -1.432 -0.190
C 5.885 1.970 -2.908 0.514 -1.412 0.211 -0.187
C 4.425 2.189 -3.133 0.255 1.158 -0.447 -0.129
C 3.837 1.980 -4.308 0.036 1.002 -1.229 -0.168
C 4.157 0.989 -5.390 0.870 0.138 -0.310 -0.176
C 4.968 -0.221 -4.877 -0.589 1.369 -0.583 -0.181
C 0.731 0.764 0.603 -1.060 0.362 0.797 -0.268
H 3.748 -1.382 -3.438 1.484 -0.397 -0.437 0.012
H 6.036 -1.455 -2.103 -1.345 0.252 1.199 0.115
H 7.317 0.519 -2.225 -0.143 0.188 0.355 0.111
H 6.101 0.919 -1.004 -0.107 -0.093 0.049 0.095
H 6.314 2.839 -2.427 -0.143 0.337 0.321 0.108
H 6.416 1.947 -3.873 -0.320 -0.255 0.231 0.113
H 3.915 2.833 -2.408 0.326 0.026 -0.409 0.078
H 3.124 2.724 -4.680 -0.605 -0.539 0.678 0.098
H 4.707 1.483 -6.220 -0.205 -0.203 0.336 0.120
H 3.225 0.648 -5.855 -0.100 0.084 0.217 0.105
H 4.814 -1.074 -5.572 0.119 0.370 0.498 0.125
H 6.029 0.032 -4.914 -0.038 -0.094 -0.009 0.104
H 0.109 0.062 1.198 0.516 0.239 -0.771 -0.044
H 0.134 1.111 -0.276 0.722 -0.371 0.512 -0.063
H 0.857 1.603 1.298 0.188 0.068 -0.305 -0.038
F 2.284 -2.670 2.262 -0.601 0.980 -0.619 0.074
C 1.285 -1.905 1.751 -1.448 -2.184 1.179 -0.369
F 0.479 -2.744 1.007 1.106 1.295 0.766 0.046
F 0.524 -1.462 2.784 0.994 -0.174 -1.011 0.074

***

Record 3
57
Properties=species:S:1:pos:R:3:forces:R:3:lowdin_charge:R:1 method="wB97M-V/def2-TZVPD" total_charge=0 multiplicity=3 gap_ev="4.092 / 3.728" e_above_lowest_kcal_mol=217.3 lumo_ha="-0.0167 / -0.0283"
P -2.268 -3.432 -2.046 2.903 1.150 -3.393 0.817
P 0.725 -5.706 -0.820 0.809 0.212 -1.930 0.943
C -1.895 -5.209 -2.167 -0.474 -0.630 0.223 -0.301
C -1.107 -6.008 -1.112 -0.033 -0.342 0.296 -0.311
H -1.602 -5.487 -3.196 -0.157 0.451 0.552 0.107
H -2.951 -5.529 -2.069 0.324 -0.437 -0.042 0.090
H -1.583 -5.859 -0.129 0.150 -0.118 -0.207 0.084
H -1.208 -7.078 -1.368 0.003 0.280 0.166 0.091
C 1.492 -7.028 -1.802 -0.025 -0.592 0.425 -0.207
H 2.587 -6.966 -1.725 -0.348 0.022 -0.036 0.062
H 1.210 -6.983 -2.864 0.026 0.220 0.399 0.061
H 1.140 -7.980 -1.371 0.244 0.114 -0.305 0.049
C 1.024 -6.090 0.918 -0.028 -0.449 0.545 -0.194
H 1.272 -7.160 0.977 -0.142 0.217 0.238 0.053
H 0.139 -5.879 1.545 0.409 -0.087 -0.279 0.058
H 1.882 -5.518 1.300 -0.353 -0.152 -0.230 0.057
C -3.246 -3.364 -3.556 -1.216 -0.036 -0.179 -0.210
H -3.766 -2.401 -3.626 0.077 -0.184 -0.099 0.070
H -3.986 -4.161 -3.462 -0.657 -0.019 -0.124 0.041
H -2.662 -3.547 -4.470 -0.124 0.129 0.670 0.066
C -3.467 -3.083 -0.816 -1.694 -0.789 1.043 -0.202
H -3.155 -3.370 0.194 -0.116 0.087 -0.137 0.052
H -4.329 -3.683 -1.133 -0.322 0.278 0.585 0.056
H -3.713 -2.017 -0.841 0.081 -0.207 -0.024 0.063
Ti -1.009 -1.216 1.457 -1.105 -0.998 0.010 0.804
C 1.977 -4.164 -1.338 -0.530 1.420 -0.589 -0.370
C 1.974 -3.812 -2.729 1.243 -0.765 -0.247 -0.228
C 0.898 -4.155 -3.645 -0.633 0.687 -0.788 -0.289
C 0.208 -2.890 -4.247 1.101 -0.664 -0.565 -0.272
C -0.813 -2.376 -3.360 -0.151 -0.798 -0.259 -0.334
C -0.812 -2.427 -1.859 -1.883 0.628 3.077 -0.335
C -0.101 -3.042 -0.569 -0.639 0.574 0.310 -0.238
C 1.392 -3.017 -0.491 0.067 -0.475 1.516 -0.225
C -2.846 -0.328 1.311 -1.513 -0.219 0.721 -0.257
H 2.943 -4.544 -0.959 0.193 0.452 0.381 0.093
H 2.796 -3.214 -3.162 0.140 -1.056 0.411 0.090
H 0.149 -4.749 -3.074 0.337 0.369 -0.656 0.047
H 1.231 -4.784 -4.503 -0.062 0.061 0.228 0.094
H 0.957 -2.080 -4.408 0.265 -0.847 -0.427 0.101
H -0.201 -3.177 -5.240 -0.071 0.313 0.194 0.094
H -1.391 -1.558 -3.812 0.239 0.136 0.851 0.092
H -1.118 -1.438 -1.486 0.054 0.008 0.009 0.092
H -0.436 -4.093 -0.397 0.271 0.750 -0.290 0.015
H -0.581 -2.713 0.473 0.593 -0.606 -1.990 0.039
H 1.750 -2.026 -0.742 0.275 -0.374 -0.539 0.100
H 1.709 -3.159 0.546 -0.100 -0.052 0.641 0.098
H -2.850 -0.006 2.376 -0.365 0.050 0.057 -0.005
H -3.629 -1.108 1.211 -0.019 0.328 0.296 -0.026
H -3.153 0.553 0.727 0.316 -0.438 0.065 0.011
F 1.786 1.687 -1.305 -0.133 -0.376 1.564 0.145
C 1.927 1.169 -0.065 0.591 -0.611 -0.068 -0.553
F 2.398 -0.101 -0.186 -0.546 1.304 0.077 0.100
F 2.847 1.865 0.631 -1.016 -0.274 -0.585 0.136
S 0.251 1.046 0.926 -1.016 -2.949 -0.165 0.693
O -0.156 2.331 1.392 0.698 -0.467 -0.431 -0.229
O -0.715 0.250 0.058 2.573 2.696 -0.633 -0.440
O 0.493 -0.054 1.995 1.493 3.075 -0.333 -0.437